(1)
{
  "formula": "C14H13Cl16IN3O2",
  "method": "ωB97M-V/def2-TZVPD",
  "energy_ha": -8516.108862,
  "orbital_gap_ha": 0.283,
  "charge": 1,
  "molar_mass_da": 949.4,
  "symbols": ["N", "C", "O", "C", "C", "C", "N", "C", "N", "C", "C", "C", "C", "C", "O", "I", "H", "H", "H", "H", "H", "H", "H", "H", "H", "H", "H", "H", "H", "C", "Cl", "Cl", "Cl", "Cl", "C", "Cl", "Cl", "Cl", "Cl", "C", "Cl", "Cl", "Cl", "Cl", "C", "Cl", "Cl", "Cl", "Cl"],
  "xyz": [[-1.78475, 0.28674, 4.39252], [-2.26769, -1.01634, 3.73619], [-2.62213, -2.08105, 4.48054], [-2.41950, -1.14902, 2.08393], [-1.20760, -0.39513, 1.25886], [0.09564, -1.41223, 1.01885], [0.41444, -2.58978, 1.94734], [1.63995, -3.50580, 1.75859], [1.96547, -4.65665, 2.73127], [2.71936, -3.29065, 0.52917], [2.44719, -2.05260, -0.52142], [1.09949, -1.10623, -0.24150], [0.91226, 0.16350, -1.31396], [2.31814, 1.05394, -1.14774], [2.44637, 1.68876, 0.03500], [3.89476, 1.18953, -2.65954], [-0.78685, 0.15103, 4.66659], [-1.87377, 1.03800, 3.66673], [-2.41701, -2.28479, 1.74023], [-3.44503, -0.63487, 1.80198], [-1.66142, -0.10888, 0.19325], [-0.87500, 0.63406, 1.75849], [-0.18690, -2.82326, 2.78143], [2.98466, -4.66143, 2.96872], [1.41083, -4.44311, 3.59041], [3.66565, -3.95525, 0.34081], [3.15111, -1.78481, -1.44657], [0.01704, 0.87709, -1.00445], [0.78743, -0.25948, -2.41521], [-5.86902, 1.86962, 1.92182], [-6.63027, 3.20639, 2.82081], [-5.44119, 2.42349, 0.28334], [-4.39563, 1.34358, 2.77455], [-7.00893, 0.50498, 1.80868], [-0.07893, 4.87062, 0.49992], [-1.16505, 6.15748, -0.08230], [1.23679, 5.59302, 1.45983], [-0.99865, 3.73150, 1.51545], [0.61108, 4.00039, -0.89329], [4.61139, -2.59566, -5.06265], [4.15190, -4.18256, -5.72994], [4.16792, -2.52539, -3.33846], [6.37007, -2.36624, -5.23338], [3.75576, -1.30844, -5.94890], [-0.74789, 3.28119, -4.70522], [-1.50915, 4.61796, -3.80623], [-0.32006, 3.83506, -6.34370], [0.72550, 2.75514, -3.85249], [-1.88781, 1.91655, -4.81836]],
  "forces_ev_per_a": [[-0.6, -2.5, -2.6], [-1.4, -4.3, 3.1], [2.6, 6.6, -4.5], [0.4, 0.4, 0.2], [-0.3, -0.5, -0.3], [3.0, -0.1, -2.2], [3.2, -0.2, -2.7], [1.8, 0.9, -1.7], [-1.6, 4.1, -1.4], [-3.4, 3.6, -0.7], [-2.9, -1.2, 4.1], [0.7, -2.4, 1.8], [0.6, -0.6, 0.5], [-0.8, 2.9, 7.2], [-0.5, -4.2, -7.9], [-1.3, -0.1, 1.0], [-1.1, 0.3, -0.1], [0.5, -0.8, 1.0], [-0.3, 2.4, 1.1], [2.3, -1.3, 0.5], [1.3, -0.8, 2.2], [-0.4, -2.4, -1.0], [0.6, 0.6, -1.3], [-1.2, 0.2, -0.5], [0.8, -0.7, -0.7], [-2.3, 1.2, 0.8], [-1.7, -0.7, 2.5], [2.1, -1.5, -0.7], [0.3, 0.9, 2.4], [-0.5, 0.2, -0.2], [0.3, -0.4, -0.3], [0.0, -0.2, 0.4], [-0.4, 0.4, 0.1], [0.4, 0.4, 0.1], [0.3, 0.3, -0.1], [0.3, -0.4, 0.2], [-0.4, -0.2, -0.3], [0.0, 0.1, -0.1], [-0.4, 0.4, 0.4], [0.2, -0.1, -0.6], [0.1, 0.5, 0.3], [0.2, -0.3, -0.4], [-0.5, 0.0, 0.1], [0.2, -0.3, 0.3], [-0.3, 0.3, -0.2], [0.2, -0.4, -0.2], [-0.1, -0.2, 0.5], [-0.1, 0.0, -0.3], [0.3, 0.3, 0.1]]
}



(2)
{
  "formula": "C2H3N2O2",
  "method": "ωB97M-V/def2-TZVPD",
  "smiles": "O=C/[NH+]=C/N=O",
  "energy_ha": -337.548318,
  "orbital_gap_ha": [0.297, 0.297],
  "charge": 1,
  "molar_mass_da": 87.1,
  "e_above_lowest_ev": 5.167,
  "symbols": ["O", "C", "N", "C", "N", "O", "H", "H", "H"],
  "xyz": [[1.16276, -0.26065, -2.15549], [0.60134, 0.08064, -1.18831], [-0.13579, -0.80344, -0.15168], [-0.77491, -0.22872, 0.81456], [-1.83118, -0.60633, 1.32249], [-2.45516, -0.89243, 2.23546], [0.69009, 0.98435, -0.71781], [-0.57749, -1.73161, -0.39534], [-0.60057, 0.75684, 1.19764]],
  "forces_ev_per_a": [[-0.9, -0.7, 0.2], [0.6, -2.6, 0.3], [0.2, -2.1, -3.1], [2.5, 1.7, -0.7], [-3.3, -0.4, 1.2], [-1.0, -1.0, 1.3], [0.0, 3.0, 1.0], [1.3, 1.1, -0.2], [0.7, 1.0, -0.1]]
}



(3)
{
  "formula": "C3H9NO",
  "method": "ωB97M-V/def2-TZVPD",
  "smiles": "C=CNC.O",
  "energy_ha": -249.633594,
  "orbital_gap_ha": 0.357,
  "molar_mass_da": 75.1,
  "e_above_lowest_ev": 2.180,
  "symbols": ["C", "C", "N", "C", "H", "H", "H", "H", "H", "H", "H", "O", "H", "H"],
  "xyz": [[-0.62099, 0.68763, 0.26414], [0.20894, -0.29182, -0.05646], [0.23358, -0.77858, -1.39509], [1.45584, -0.58312, -2.15965], [-1.20438, 1.10034, -0.54869], [-0.86245, 1.04043, 1.25248], [1.13748, -0.52539, 0.47928], [-0.09657, -1.73392, -1.49077], [2.13947, 0.13712, -1.70544], [1.19867, -0.23645, -3.16435], [2.04673, -1.49289, -2.33742], [-2.24779, 0.90063, 3.75820], [-1.85538, 1.45880, 3.07177], [-1.53317, 0.31723, 4.03199]],
  "forces_ev_per_a": [[-0.8, -0.2, -0.2], [1.6, 0.5, -0.8], [-0.3, -0.1, -0.4], [0.3, -0.3, -0.6], [-0.4, -0.2, 0.1], [0.6, 0.2, 0.2], [-0.7, -0.4, 0.8], [0.0, 0.3, 0.3], [-0.3, 0.1, 0.1], [0.1, 0.3, 0.1], [-0.1, -0.1, 0.3], [0.2, 0.2, -0.2], [-0.2, -0.2, 0.3], [0.0, 0.0, 0.0]]
}



(4)
{
  "formula": "C2H7NO2",
  "method": "ωB97M-V/def2-TZVPD",
  "smiles": "CC(N)=O.O",
  "energy_ha": -285.637769,
  "orbital_gap_ha": 0.380,
  "molar_mass_da": 77.1,
  "e_above_lowest_ev": 0.926,
  "symbols": ["C", "C", "N", "O", "H", "H", "H", "H", "H", "O", "H", "H"],
  "xyz": [[-2.17380, -1.21190, 0.16833], [-0.84649, -1.42527, 0.93710], [-0.10919, -0.25564, 0.99153], [-0.51989, -2.46916, 1.43427], [-2.76457, -0.71927, 0.94543], [-1.96214, -0.62391, -0.71457], [-2.68384, -2.16028, 0.02543], [0.07460, 0.21292, 0.11208], [0.51656, -0.11184, 1.76424], [3.65971, 2.60421, -2.00147], [2.73327, 2.81623, -2.05541], [4.07576, 3.34389, -1.60695]],
  "forces_ev_per_a": [[0.9, -0.8, 1.6], [-0.6, 0.0, -1.3], [-0.1, 0.3, 0.0], [-0.1, -0.1, 0.7], [-0.2, 0.6, -0.6], [-0.6, 0.2, -0.2], [0.3, -0.1, -0.6], [-0.2, 0.1, 0.5], [0.5, -0.3, -0.3], [-0.2, -1.3, -0.6], [-0.4, 0.2, 0.0], [0.6, 1.2, 0.6]]
}